Record 1
123
Properties=species:S:1:pos:R:3:forces:R:3:lowdin_charge:R:1 method="wB97M-V/def2-TZVPD" total_energy_ha=-12783.00101 charge=+2
C 0.61370 -3.56298 2.83639 -0.478 -0.057 -0.722 0.041
C -0.82106 -3.14120 3.03477 1.136 -0.602 -0.236 -0.530
O -1.37493 -3.14234 4.08244 -0.702 0.302 0.554 0.159
O -1.41802 -2.79432 1.85183 0.166 0.519 -0.128 -0.029
C -1.64905 -1.36639 1.80169 -0.333 -0.561 -0.306 -0.165
C -2.66054 -1.13825 0.68674 0.334 -0.307 0.609 -0.072
C -2.93968 0.36673 0.37947 -1.683 -1.707 0.870 -0.328
C -4.47812 0.44072 0.60573 0.084 -0.021 -0.315 -0.094
C -5.42920 -0.45136 -0.24331 -0.948 0.244 0.147 -0.369
C -6.71909 0.37086 -0.54460 0.591 -0.951 -0.367 -0.056
C -4.97337 -1.06287 -1.56506 0.443 0.365 -0.367 -0.064
O -2.47060 1.08817 1.57838 1.048 0.528 -1.318 -0.165
S -1.15845 1.95496 1.54521 0.527 1.058 2.671 0.633
O -0.32638 1.51329 2.63281 0.376 -1.294 -0.173 -0.297
O -1.52217 3.32047 1.72940 -0.676 0.431 -1.268 -0.216
C -0.11845 1.72345 0.06672 -0.211 -0.217 -0.336 -0.388
C 0.50383 3.14059 -0.17151 -0.136 0.354 1.024 -0.196
C 1.33326 3.76418 0.97988 0.904 0.342 -0.113 -0.204
C 2.81888 3.90545 0.59953 -0.348 0.428 0.340 -0.222
C 3.69683 4.34768 1.76194 1.325 -0.581 -0.703 -0.264
N 5.09706 4.24745 1.28820 -0.418 0.092 -0.052 -0.031
P 1.39402 0.73403 0.60166 0.517 0.072 -0.183 0.876
N 2.49472 0.64966 -0.53125 -0.140 -0.064 -0.246 -0.180
C -0.91214 1.14221 -1.20141 0.330 -0.547 -0.485 -0.240
C -0.31012 -0.21913 -1.76860 -0.331 -0.069 0.679 -0.160
C -0.20254 -1.55124 -1.05479 0.399 -1.145 -0.389 -0.211
N -0.01852 -2.59708 -1.75154 -1.902 1.131 1.117 0.123
C -0.55802 1.94223 -2.50089 0.587 0.973 0.337 -0.152
C -0.89112 3.37654 -2.96712 0.490 -0.286 -0.664 -0.201
C 0.27319 3.85110 -3.86822 -1.945 0.871 -0.447 -0.779
F 1.35434 4.30449 -3.20357 0.464 -0.692 0.121 0.027
Br -0.46216 5.41650 -4.81871 0.068 -0.194 0.137 0.852
C 0.64872 2.76724 -4.90500 1.476 1.995 -1.284 -0.888
F -0.41348 2.16203 -5.42305 1.051 1.263 0.534 -0.165
F 1.51207 1.87883 -4.40596 -0.366 -0.422 0.344 -0.078
Br 1.58178 3.54386 -6.49007 -0.815 0.350 0.039 0.779
C -2.46405 0.90710 -0.97106 -0.154 0.456 -0.174 -0.135
C -3.40404 2.01228 -1.51562 0.346 0.463 -0.670 -0.157
C -3.35648 3.43365 -0.93712 -0.435 0.112 0.207 -0.645
C -4.31578 3.81103 0.18300 -0.499 -0.268 -0.045 -0.136
Cl -3.85135 4.55263 -2.29333 0.398 -0.043 0.126 0.673
H 0.99844 -4.14265 3.66807 0.120 0.169 0.119 0.087
H 1.21371 -2.66839 2.60950 -0.041 -0.242 0.279 0.058
H 0.61168 -4.16177 1.92184 0.228 -0.100 0.055 0.074
H -2.05603 -1.08646 2.77008 0.055 0.387 -0.045 0.144
H -0.69839 -0.86801 1.62383 -0.020 0.085 0.290 0.061
H -3.52618 -1.63275 1.12971 -0.416 0.350 -0.353 0.134
H -2.46220 -1.75026 -0.19017 0.428 0.228 -0.057 0.107
H -4.58556 0.12623 1.64468 -0.038 0.025 0.035 0.139
H -4.85810 1.45605 0.59527 0.310 0.096 -0.234 0.079
H -5.78819 -1.26578 0.38987 0.375 -0.106 0.101 0.130
H -6.97782 1.04524 0.26564 -0.118 0.107 -0.068 0.083
H -7.52398 -0.34381 -0.71504 -0.208 0.174 0.086 0.085
H -6.56859 0.87670 -1.50037 -0.170 0.480 0.205 0.077
H -5.73379 -1.71988 -1.98448 -0.109 -0.035 0.188 0.095
H -4.82843 -0.27565 -2.31216 -0.007 -0.044 -0.038 0.076
H -4.04131 -1.62792 -1.53534 -0.085 -0.140 0.187 0.065
H -0.32192 3.82855 -0.32125 -0.046 -0.104 -0.427 0.101
H 1.17572 3.13069 -1.02300 -0.278 -0.148 -0.270 0.095
H 1.26738 3.27406 1.94880 -0.335 -0.149 -0.055 0.084
H 0.99417 4.78654 1.14487 -0.350 -0.109 0.093 0.130
H 3.23419 2.98481 0.18000 -0.103 -0.115 -0.016 0.081
H 2.89529 4.68536 -0.16405 0.095 -0.190 -0.193 0.121
H 3.54507 5.39876 2.00095 -0.369 -0.109 0.390 0.120
H 3.59729 3.67770 2.62374 -0.635 0.316 0.210 0.109
H 5.24082 3.33073 0.88443 0.192 -0.070 0.084 0.059
H 5.74695 4.36656 2.05378 0.104 0.048 -0.044 0.052
H 1.06458 -0.55182 1.05453 -0.181 0.175 0.227 0.005
H 2.01410 1.32648 1.70950 -0.500 -0.042 0.150 0.041
H 2.21186 1.11183 -1.38561 0.299 -0.075 -0.236 -0.021
H -0.93273 -0.46235 -2.63540 -0.238 0.062 0.127 0.076
H 0.67824 -0.05827 -2.19964 0.121 0.161 0.275 0.083
H -0.19483 -1.76739 0.00353 -0.101 0.661 0.223 0.065
H -0.00465 -2.35738 -2.74684 -0.002 -0.708 -0.095 0.018
H -0.80969 1.34885 -3.37945 -0.441 -0.207 0.418 0.037
H 0.53321 1.91548 -2.49698 -0.133 -0.082 0.247 0.084
H -1.73663 3.34146 -3.64987 -0.187 0.028 0.188 0.071
H -1.09115 4.20233 -2.29692 0.068 -0.232 0.432 0.087
H -2.65830 0.08518 -1.65996 -0.210 -0.084 0.135 0.127
H -3.16997 2.08913 -2.58093 0.267 0.105 0.060 0.093
H -4.44256 1.69334 -1.58690 0.018 -0.222 0.490 0.102
H -2.35354 3.66651 -0.58467 0.085 0.299 -0.418 0.068
H -4.22339 4.86837 0.41684 0.188 0.007 0.046 0.084
H -4.18670 3.23872 1.09867 0.277 0.044 0.002 0.069
H -5.34060 3.66615 -0.16738 -0.014 -0.078 0.045 0.082
Cl -1.89014 0.30664 -5.60436 0.098 -2.161 0.211 0.207
Al 0.21591 -0.45552 -5.15233 -1.091 -0.424 -0.441 0.706
C 3.37577 -0.84010 3.95433 1.334 1.288 0.370 -0.222
O 2.99112 -1.50959 2.89795 -0.278 -0.085 -0.262 -0.049
H 2.62869 -0.81105 4.80164 -0.202 -0.317 -0.147 0.168
H 4.28484 -1.21883 4.46709 -0.301 -0.681 0.085 0.114
H 3.57717 0.24270 3.79909 -0.558 -0.043 -0.257 0.093
C -1.44936 -7.51753 3.84279 -0.408 -0.285 0.314 -0.154
C -1.29615 -6.39278 4.84152 -0.066 0.377 -0.304 -0.152
O -0.19646 -6.78985 5.67167 0.034 -0.480 -0.159 -0.172
S 0.84961 -7.62942 4.79967 -0.599 0.186 0.162 0.595
O 1.88582 -6.75766 4.36713 0.273 0.001 -0.211 -0.244
O 1.12031 -8.84483 5.46249 0.302 -0.089 0.110 -0.193
O -0.10470 -7.91434 3.54073 0.186 0.330 -0.058 -0.199
H -1.97282 -8.37064 4.27750 0.003 0.005 -0.011 0.138
H -1.96333 -7.20350 2.93805 0.189 -0.022 -0.112 0.134
H -2.19081 -6.24058 5.43785 0.144 -0.058 0.225 0.147
H -1.02514 -5.45836 4.35422 -0.103 0.030 0.015 0.094
C 2.75603 -5.61213 -0.14789 -2.255 2.861 -0.787 -0.623
O 3.18993 -6.68874 0.35448 2.724 -2.666 -1.980 0.033
N 3.68794 -4.65962 -0.35693 1.178 -0.506 -0.723 0.242
N 1.51324 -5.37573 -0.51028 0.588 -1.132 1.081 0.287
H 3.53631 -3.77108 -0.81680 -0.308 0.055 -0.564 0.135
H 4.62478 -4.90258 -0.06682 0.089 0.899 0.833 0.103
H 0.83300 -6.10581 -0.36334 -0.079 -0.047 0.045 0.160
H 1.21233 -4.50026 -0.92314 -0.087 0.555 -0.484 0.090
C 7.99613 7.29796 0.41280 -0.017 0.112 -0.061 -2.062
Cl 7.94474 9.00284 0.86033 0.006 -0.037 0.004 0.536
Cl 9.23361 7.04880 -0.82373 -0.003 -0.016 0.016 0.520
Cl 8.38701 6.32638 1.83851 0.001 -0.019 0.007 0.517
Cl 6.42216 6.80176 -0.21839 0.081 0.066 -0.016 0.502
N 1.77689 -3.75649 -3.61778 -0.222 -0.175 -1.720 -0.571
O 2.65119 -4.36607 -4.20509 0.562 -0.470 0.075 0.035
O 0.74180 -3.39787 -4.24436 0.019 0.552 0.079 -0.107
O 1.87938 -3.48270 -2.41221 1.720 -0.080 0.744 -0.119
Cl 3.77993 1.76635 -6.15675 0.784 -0.517 0.063 -0.142
Na 4.54523 4.17307 -6.17875 0.136 -0.116 0.035 0.474
Be 4.43703 -6.81638 -0.85672 -2.309 0.176 2.118 1.013

=====

Record 2
32
Properties=species:S:1:pos:R:3:forces:R:3:lowdin_charge:R:1 method="wB97M-V/def2-TZVPD" total_energy_ha=-809.91810 de_lowest_kj_mol=73.52
C 0.37852 3.06136 -1.86423 -1.193 -1.796 1.157 -0.073
C -0.88801 2.85930 -1.22903 0.992 2.618 -2.270 -0.072
C 1.22213 1.96625 -1.87644 2.259 -0.720 -1.762 -0.058
C -1.09876 1.62931 -0.71512 -2.581 0.057 1.065 -0.145
C 1.00896 0.66037 -1.36234 -0.772 2.769 -0.164 -0.202
C -0.23164 0.57864 -0.76079 1.920 -2.215 0.071 -0.317
C 2.04339 -0.43145 -1.45211 -1.230 0.948 -0.473 -0.028
C 1.19188 -1.50590 1.52639 -1.566 -0.500 0.939 -0.062
C -1.29698 -1.82893 1.99920 1.522 -0.417 -2.145 -0.088
C -0.22522 0.45490 2.06668 -1.394 0.542 -1.698 -0.036
C -0.53097 -0.76328 -0.17630 -0.277 -1.527 -1.656 -0.436
C -0.21271 -0.88880 1.33804 -0.607 -1.313 0.284 -0.547
P -2.36857 -1.06816 -0.64659 0.352 -0.114 1.023 0.884
H 0.69421 3.94189 -2.36841 -0.090 0.671 -0.232 0.086
H -1.68148 3.65972 -1.39136 1.025 -1.258 0.851 0.128
H 2.12512 2.03703 -2.53144 -0.429 0.318 0.792 0.117
H -2.07233 1.45728 -0.23886 0.305 0.002 -0.136 0.090
H 1.88760 -1.14272 -0.67581 0.625 -0.139 0.628 0.020
H 1.85282 -1.00465 -2.34522 0.369 -0.071 -0.729 0.091
H 2.99159 0.07318 -1.44930 0.687 -0.386 -0.042 0.085
H 1.96154 -0.83997 1.30510 1.272 1.259 -0.634 0.060
H 1.35275 -1.76451 2.56464 -0.180 -0.078 0.469 0.084
H 1.32583 -2.41365 0.97818 0.013 -0.623 -0.567 0.081
H -2.20233 -1.30544 1.99550 -1.429 0.942 0.594 0.022
H -1.55377 -2.73050 1.38796 0.787 0.407 0.549 0.079
H -0.95406 -2.09340 2.96310 0.001 -0.393 1.164 0.067
H -1.24392 0.75817 2.43872 1.104 -0.106 -0.474 0.114
H 0.23659 1.20618 1.40978 -0.656 0.098 0.154 0.088
H 0.47487 0.43331 2.82209 1.096 -0.313 2.341 0.049
H 0.10474 -1.58435 -0.81041 -1.818 1.891 1.754 0.146
H -2.11217 -2.38637 -0.90780 -0.336 -1.507 0.535 -0.119
H -2.17962 -1.02484 -1.99383 0.228 0.953 -1.386 -0.108

=====

Record 3
11
Properties=species:S:1:pos:R:3:forces:R:3:lowdin_charge:R:1 method="wB97M-V/def2-TZVPD" total_energy_ha=-230.87939 de_lowest_kj_mol=13.84 charge=-1
O -1.67672 -1.70405 -0.30205 -0.003 0.227 0.270 -0.246
H -1.78103 -1.93332 0.62742 -0.030 -0.125 -0.100 -0.035
C 0.08944 1.05709 0.18818 0.313 -0.011 -0.037 -0.508
O -1.18990 0.70622 -0.10528 -0.100 0.118 0.043 -0.313
C 1.16836 0.00385 -0.22128 -0.436 0.272 0.265 -0.127
H 0.37948 2.01239 -0.30008 -0.035 0.058 -0.139 0.067
H 0.24470 1.26861 1.27199 0.020 -0.020 0.097 0.070
H -1.46204 -0.62800 -0.21545 0.030 -0.317 -0.190 -0.044
H 1.38658 -0.66713 0.60902 0.062 -0.126 0.057 0.044
H 0.74435 -0.60589 -1.01575 0.140 0.012 -0.221 0.051
H 2.09678 0.49022 -0.53672 0.038 -0.087 -0.044 0.040

=====

Record 4
25
Properties=species:S:1:pos:R:3:forces:R:3:lowdin_charge:R:1 method="wB97M-V/def2-TZVPD" total_energy_ha=-970.09853 de_lowest_kj_mol=392.08
C 3.34999 -1.28430 0.09214 -0.326 0.404 -0.385 -0.066
C 2.25890 -1.93550 -0.49985 1.749 -0.532 0.469 -0.070
C 3.11601 -0.04383 0.72814 -1.465 -0.296 -1.495 -0.072
C 0.97941 -1.45170 -0.44282 2.672 -1.260 0.010 -0.085
C 1.82316 0.50836 0.75245 -0.225 -1.644 -1.076 0.004
C 0.76980 -0.28885 0.18494 -0.568 2.174 1.544 -0.253
C -0.89230 1.43379 -1.34882 0.550 -3.405 2.204 0.066
C -0.62149 0.12646 0.25971 -1.500 4.060 -2.302 -0.416
N -1.03583 1.09692 1.22866 -1.607 -0.361 0.068 -0.009
N -3.23683 -0.19151 0.47662 -0.384 -1.627 -0.790 -0.102
O -2.13250 -1.79269 -1.14737 0.176 -0.268 -0.404 -0.309
O -1.47660 -2.08793 1.27066 -1.420 0.447 -0.880 -0.297
S -1.86884 -1.25051 0.14626 0.580 1.733 1.622 0.670
H 4.38868 -1.63070 -0.06360 -0.810 0.057 0.328 0.108
H 2.33217 -2.90664 -0.96504 0.636 -0.080 -0.155 0.106
H 3.94250 0.57268 0.93378 0.933 0.575 0.776 0.082
H 0.33364 -2.15921 -0.85345 -1.870 -0.226 -0.505 0.091
H 1.59389 1.53664 1.02424 0.178 -0.339 0.352 0.110
H -0.74261 0.68728 -2.18545 -0.665 1.613 0.598 0.062
H -0.06512 2.07324 -1.08660 0.508 -0.150 -0.286 0.019
H -1.79719 1.98871 -1.05579 -0.014 -0.836 -0.800 0.035
H -2.10183 1.04825 1.11106 1.985 0.771 0.857 0.061
H -0.75499 1.03015 2.21044 0.044 -0.686 -0.492 0.094
H -3.77518 -0.12392 -0.41891 0.578 -0.271 1.144 0.092
H -3.82094 -0.58649 1.22359 0.266 0.147 -0.400 0.080

=====

Record 5
23
Properties=species:S:1:pos:R:3:forces:R:3:lowdin_charge:R:1 method="wB97M-V/def2-TZVPD" total_energy_ha=-611.73215 de_lowest_kj_mol=738.26
C 1.28018 -1.41644 1.29363 8.708 5.606 -9.056 0.016
C 1.24227 -0.97105 -0.11488 -5.018 5.048 5.672 -0.217
C -1.22413 -1.04708 -0.18199 2.189 0.546 -1.920 -0.198
C -1.14070 0.39894 0.47709 0.439 -2.223 2.023 -0.235
C -0.13791 1.22734 -0.24029 2.165 2.229 1.025 -0.291
C 1.30902 0.76341 -0.14017 -2.439 -5.575 -3.041 -0.220
H 0.79537 -1.92083 1.79814 -9.742 -11.753 5.851 -0.027
H 2.18742 -1.66286 1.66859 3.636 -1.039 0.296 0.086
H 1.06489 -0.82474 2.03468 -0.789 6.490 3.074 0.052
H 1.73363 -1.12093 -0.90811 6.722 -1.970 -4.285 0.074
H -1.67922 -1.92926 0.20718 0.717 -0.396 2.414 0.156
H -1.85409 -1.02609 -1.98059 4.693 -1.025 -10.861 -0.019
H -0.71689 0.33358 1.56100 -1.261 0.074 -1.652 0.192
H -2.77508 0.84008 -0.34628 -1.310 -0.484 -3.049 0.051
H -0.21205 1.39881 -1.25679 -1.232 -0.756 -2.536 0.134
H -1.06657 2.92980 0.34761 3.234 -1.096 -0.481 0.162
H 1.88447 1.19260 0.56869 1.319 1.117 3.001 0.123
H 1.79463 0.62855 -2.20767 0.077 0.964 3.346 0.174
O 0.12024 -1.39971 -0.78851 -5.430 0.101 0.241 -0.038
O -2.14676 -0.95145 -1.21508 -4.987 1.878 9.289 0.092
O -2.43718 0.92551 0.49560 1.455 0.927 3.388 0.034
O -0.06934 2.60121 0.20322 -3.891 0.981 1.393 -0.050
O 2.04782 1.03060 -1.27506 0.745 0.358 -4.133 -0.050

=====

Record 6
19
Properties=species:S:1:pos:R:3:forces:R:3:lowdin_charge:R:1 method="wB97M-V/def2-TZVPD" total_energy_ha=-340.45562 de_lowest_kj_mol=196.36
C 1.73570 0.90461 -0.43722 1.602 0.305 1.055 -0.402
N 1.88123 0.27327 0.66942 0.257 0.796 -0.517 0.042
N 2.45782 0.70875 -1.59111 -0.193 -0.062 -0.152 0.076
H 2.31220 1.32730 -2.37061 0.082 0.008 0.100 0.087
H 0.26740 -0.65934 0.83781 -1.715 -0.948 -0.297 0.072
H 2.58387 -0.46392 0.61706 -0.079 -0.115 -0.164 0.056
H 3.35680 0.25359 -1.53181 -0.241 -0.023 -0.068 0.093
H 1.14017 1.81407 -0.41680 -0.527 -0.258 -0.313 0.113
H -0.04706 -0.04130 -1.22286 -1.851 -0.629 0.386 0.077
C -1.79743 -1.02347 1.45223 -0.072 -0.115 -0.371 -0.111
N -1.56941 1.02279 -0.57026 -0.524 0.220 0.119 -0.041
C -0.71924 -1.05229 0.38176 1.527 0.303 1.358 -0.324
N -0.99792 -0.25670 -0.79473 1.463 0.608 -1.311 -0.168
H -2.58973 0.91956 -0.56632 0.626 0.107 0.081 0.074
H -1.28062 1.42360 0.32361 -0.111 -0.112 -0.060 0.060
H -0.53625 -2.07253 0.03712 -0.088 -0.047 0.033 0.103
H -1.56598 -1.75633 2.22208 0.026 -0.036 0.042 0.067
H -2.77047 -1.27302 1.02656 -0.120 0.009 0.068 0.068
H -1.86109 -0.04866 1.93408 -0.062 -0.011 0.012 0.058